C36H52BKN14S2 | wB97M-V/def2-TZVPD

Values from the calculation:
LUMO: -0.06 eV
Charge: 0
Electronic energy: -97716.1407 eV

XYZ file:
```
106
Properties=species:S:1:pos:R:3:forces:R:3
K 0.4665 -0.1780 -0.0633 0.4 0.6 -0.4
C -3.6374 -4.2510 0.9492 0.0 0.0 0.0
C -2.2638 -3.8486 0.5234 0.1 0.0 0.0
C -1.2040 -4.6828 0.2472 -0.1 0.0 0.0
C -0.1512 -3.8283 -0.1170 0.1 0.0 0.0
N -0.5389 -2.5630 -0.0489 -0.3 -0.2 -0.1
N -1.8465 -2.5721 0.3374 -0.1 0.0 0.1
B -2.7992 -1.3446 0.2930 0.0 0.1 -0.1
N -2.8266 -0.6641 -1.0989 -0.1 0.0 -0.1
N -1.7898 0.0172 -1.6494 0.0 -0.1 0.3
C -2.2056 0.4701 -2.8201 0.1 0.0 0.0
C -3.5298 0.0732 -3.0589 0.0 0.0 0.1
C -3.8887 -0.6438 -1.9359 0.0 0.0 0.0
C -5.2011 -1.2999 -1.6616 0.0 0.0 0.0
C -1.2829 1.3057 -3.6788 0.0 0.0 0.0
C -0.0192 0.5031 -4.0030 0.0 -0.1 0.0
C -0.9012 2.5804 -2.9164 0.0 0.0 0.0
C -1.9806 1.6915 -4.9821 0.0 0.0 0.0
N -2.5984 -0.3001 1.4396 0.0 -0.1 0.1
N -1.5547 0.5696 1.5227 -0.2 0.1 -0.1
C -1.8342 1.4178 2.5020 0.1 0.0 0.0
C -3.0627 1.0872 3.0957 0.0 0.0 0.0
C -3.5205 -0.0045 2.3870 0.0 0.0 0.0
C -4.8086 -0.7340 2.5837 0.0 0.0 0.0
C -0.9023 2.5599 2.8444 0.0 0.0 0.0
C -0.4179 3.2388 1.5589 0.0 0.0 0.0
C -1.6397 3.5866 3.7059 0.0 0.0 0.0
C 0.3044 2.0325 3.6262 0.0 0.0 0.0
C 1.2470 -4.2172 -0.5458 0.0 0.0 0.0
C 1.2732 -5.6928 -0.9488 0.0 0.0 0.0
C 1.6817 -3.3688 -1.7441 0.0 0.0 0.0
C 2.2243 -4.0009 0.6147 0.0 0.0 0.0
H -3.6615 -5.3329 1.0758 0.0 0.0 0.0
H -4.3929 -3.9757 0.2134 0.0 0.0 0.0
H -3.9210 -3.7927 1.8966 0.0 0.0 0.0
H -1.2108 -5.7576 0.2970 0.0 0.0 0.0
H -3.8893 -1.7853 0.4734 0.0 0.0 0.0
H -4.1517 0.2766 -3.9128 0.0 0.0 0.0
H -5.8674 -1.1199 -2.5042 0.0 0.0 0.0
H -5.6741 -0.9057 -0.7624 0.0 0.0 0.0
H -5.0968 -2.3774 -1.5340 0.0 0.0 0.0
H 0.5068 0.2316 -3.0869 0.0 0.0 0.0
H 0.6549 1.0895 -4.6311 -0.1 0.0 0.0
H -0.2707 -0.4181 -4.5308 0.0 0.0 0.0
H -0.3805 2.3398 -1.9889 0.0 0.0 0.0
H -1.7960 3.1510 -2.6612 0.0 0.0 0.0
H -0.2475 3.2117 -3.5251 0.0 0.0 0.0
H -2.2543 0.8080 -5.5610 0.0 0.0 0.0
H -1.3158 2.3049 -5.5939 0.0 0.0 0.0
H -2.8870 2.2659 -4.7862 0.0 0.0 0.0
H -3.5719 1.5799 3.9055 0.0 0.0 0.0
H -5.3279 -0.3078 3.4416 0.0 0.0 0.0
H -4.6523 -1.7958 2.7711 0.0 0.0 0.0
H -5.4588 -0.6494 1.7134 0.0 0.0 0.0
H -1.2616 3.6028 0.9706 0.0 0.0 0.0
H 0.1511 2.5467 0.9395 0.0 0.0 0.0
H 0.2332 4.0826 1.8030 0.0 0.0 0.0
H -2.5360 3.9539 3.2043 0.0 0.0 0.0
H -0.9869 4.4383 3.9078 0.0 0.0 0.0
H -1.9362 3.1583 4.6646 0.0 0.0 0.0
H 0.8961 1.3559 3.0104 0.0 0.0 0.0
H -0.0186 1.4898 4.5177 0.0 0.0 0.0
H 0.9426 2.8610 3.9435 0.0 0.0 0.0
H 0.5603 -5.8993 -1.7483 0.0 0.0 0.0
H 1.0364 -6.3389 -0.1021 0.0 0.0 0.0
H 2.2712 -5.9589 -1.3024 0.0 0.0 0.0
H 1.0297 -3.5455 -2.6014 0.0 0.0 0.0
H 2.7085 -3.6093 -2.0278 0.0 0.0 0.0
H 1.6459 -2.3093 -1.5001 0.0 0.0 0.0
H 1.8994 -4.5503 1.5009 0.0 0.0 0.0
H 2.2812 -2.9448 0.8693 0.0 0.0 0.0
H 3.2234 -4.3483 0.3386 0.0 0.0 0.0
N 3.8789 -0.4077 -2.2460 0.0 -0.1 -0.1
C 4.1392 -0.3979 -0.9006 0.1 0.1 0.0
N 3.2494 -0.6086 0.0135 0.2 -0.2 0.0
C 3.8248 -0.5677 1.2693 0.0 0.0 0.0
C 5.1552 -0.3180 1.2956 0.0 0.0 0.0
S 5.7492 -0.1230 -0.3085 0.0 0.0 0.0
C 2.9783 -0.8327 2.4429 0.0 0.0 0.0
C 3.4003 -0.9704 3.7239 0.0 0.0 0.0
S 2.0712 -1.4014 4.7386 0.0 0.0 0.0
C 1.0291 -1.3444 3.3443 0.1 0.0 0.1
N 1.6268 -1.0146 2.2402 0.0 -0.1 0.1
N -0.2855 -1.6640 3.4330 -0.1 0.0 0.0
H 2.9270 -0.1440 -2.4590 0.0 0.1 0.0
H 4.5345 0.1151 -2.8041 0.0 0.0 0.0
H 5.8110 -0.2441 2.1445 0.0 0.0 0.0
H 4.3973 -0.8924 4.1199 0.0 0.0 0.0
H -0.7432 -1.5408 4.3197 0.0 0.0 0.0
H -0.8469 -1.4351 2.6221 0.0 0.0 0.0
N 3.0937 4.5478 -2.4350 0.0 -0.1 0.0
C 2.9079 4.1625 -3.7403 0.0 0.0 0.0
C 2.6100 2.8354 -3.6837 0.0 0.1 0.0
N 2.6006 2.3976 -2.3845 0.1 0.0 0.0
C 2.9071 3.4436 -1.6567 0.0 0.0 0.1
C 3.0603 3.4478 -0.2066 -0.1 0.1 -0.1
N 3.0014 2.3879 0.5532 -0.1 -0.1 0.0
C 3.2178 2.8271 1.8311 0.0 0.1 0.0
C 3.4053 4.1767 1.8432 0.0 0.0 0.0
N 3.3015 4.5713 0.5299 0.0 0.0 0.0
H 3.3537 5.4706 -2.1377 0.0 0.0 0.0
H 2.9962 4.8507 -4.5604 0.0 0.0 0.0
H 2.3875 2.1723 -4.5008 0.0 0.0 0.0
H 3.2208 2.1444 2.6628 0.0 0.0 0.0
H 3.5877 4.8750 2.6389 0.0 0.0 0.0
H 3.3869 5.5163 0.2023 0.0 0.0 0.0
```
Positions in Å, forces in eV/Å.

C19H44ClInNP2 | wB97M-V/def2-TZVPD

Values from the calculation:
LUMO: 2.65 eV
Charge: -1
Electronic energy: -58179.3751 eV

XYZ file:
```
68
Properties=species:S:1:pos:R:3:forces:R:3
In -1.1873 -0.6911 1.2019 2.8 2.8 -0.5
P -2.8165 -1.8204 2.3327 -1.9 -1.6 2.7
C -3.9630 -2.8432 1.2519 0.2 0.4 0.1
C -2.3061 -2.9437 3.7268 -1.0 0.0 0.0
C -3.9278 -0.4790 3.0117 0.0 -0.5 0.0
C -3.2698 -3.4502 0.0388 0.0 -0.1 -0.1
H -4.6666 -2.0912 0.8869 0.0 0.0 0.0
C -4.7499 -3.9136 2.0007 0.0 0.0 0.0
H -4.1101 -4.7376 2.3088 0.1 -0.1 0.1
H -5.5085 -4.3283 1.3378 -0.1 0.0 -0.1
H -5.2615 -3.5399 2.8823 0.0 0.0 0.1
H -2.8433 -2.6912 -0.6071 0.1 0.1 0.0
H -3.9956 -4.0168 -0.5445 -0.2 -0.1 0.0
H -2.4739 -4.1344 0.3243 0.1 0.0 0.0
H -4.4363 -0.1370 2.1070 0.0 0.0 -0.1
C -3.1054 0.6957 3.5305 -0.1 0.1 0.0
C -4.9842 -0.9351 4.0062 -0.1 0.2 0.1
H -5.6779 -1.6497 3.5726 0.0 -0.1 -0.1
H -5.5713 -0.0755 4.3295 -0.1 0.1 0.1
H -4.5516 -1.3817 4.8980 0.1 -0.1 0.1
H -2.4492 1.0998 2.7587 0.0 0.0 0.0
H -2.4894 0.4329 4.3845 0.1 -0.1 0.1
H -3.7721 1.5027 3.8341 -0.1 0.1 0.1
C -1.3696 -4.0282 3.2110 0.1 0.0 0.0
H -3.2411 -3.4088 4.0453 0.0 -0.2 0.3
C -1.7061 -2.2122 4.9165 0.1 0.0 0.1
H -1.8001 -4.6023 2.3947 -0.1 0.0 -0.1
H -1.1451 -4.7250 4.0182 0.0 -0.1 0.1
H -0.4330 -3.5988 2.8679 0.1 0.1 -0.1
H -0.8263 -1.6441 4.6315 0.1 0.1 -0.1
H -1.3997 -2.9455 5.6627 0.0 -0.1 0.1
H -2.4147 -1.5423 5.3943 -0.1 0.1 0.1
Cl 0.6759 -1.0847 2.6143 1.5 -0.4 2.1
H -0.9388 -1.8978 0.2858 1.1 -3.7 -2.5
H -2.4939 -0.5552 0.2841 -3.1 1.4 -1.8
P 2.7236 1.9331 -2.5859 -0.1 -0.2 -0.1
C 1.9742 3.5666 -3.1903 0.2 -0.3 0.1
C 4.5011 2.3747 -2.1760 -0.3 0.1 -0.4
C 2.8071 0.9568 -4.2019 0.1 0.4 0.2
C 1.1133 4.1697 -2.0844 -0.1 0.0 0.0
H 1.2970 3.2388 -3.9840 0.0 -0.1 -0.1
C 2.9106 4.6106 -3.7815 0.0 0.1 -0.1
H 3.5879 5.0181 -3.0338 0.1 0.0 0.1
H 2.3341 5.4490 -4.1770 -0.1 0.1 0.0
H 3.5162 4.2211 -4.5952 0.1 0.0 -0.1
H 0.3899 3.4501 -1.7068 0.1 -0.1 0.1
H 0.5676 5.0409 -2.4520 0.0 0.1 -0.1
H 1.7176 4.4967 -1.2392 0.0 0.0 0.1
H 1.8146 1.1424 -4.6235 -0.1 0.0 0.0
C 2.8858 -0.5385 -3.9095 0.0 0.0 0.0
C 3.8373 1.3790 -5.2381 0.0 -0.1 -0.1
H 3.7116 2.4125 -5.5488 0.0 0.1 0.0
H 3.7505 0.7591 -6.1330 0.0 -0.1 -0.1
H 4.8549 1.2654 -4.8695 0.1 0.0 0.1
H 2.1145 -0.8449 -3.2057 0.0 0.0 0.1
H 3.8466 -0.8217 -3.4853 0.1 0.0 0.1
H 2.7549 -1.1131 -4.8282 0.0 0.0 -0.1
C 4.5151 3.2380 -0.9192 0.0 0.0 0.1
H 4.9418 2.9391 -2.9994 0.1 0.1 -0.1
C 5.3283 1.1171 -1.9437 0.0 -0.1 0.0
H 3.9816 4.1761 -1.0466 -0.1 0.1 0.0
H 5.5410 3.4806 -0.6377 0.1 0.0 0.0
H 4.0563 2.7104 -0.0831 -0.1 -0.1 0.0
H 4.8607 0.4702 -1.2012 -0.1 0.0 0.1
H 6.3196 1.3824 -1.5724 0.1 0.0 0.0
H 5.4673 0.5355 -2.8505 0.0 -0.1 -0.1
N 0.9788 1.4618 0.0058 0.1 0.2 0.2
C 0.2083 0.6957 0.3972 0.3 1.5 -0.4
```
Positions in Å, forces in eV/Å.